Record 1
This record from OMol25 describes 5 unconnected molecules or ions with the total composition C3H16N2O3 at a distorted geometry. The level of theory is ωB97M-V with the def2-TZVPD basis set.

```
24
Properties=species:S:1:pos:R:3:forces:R:3:mulliken_charge:R:1
N 0.022767 -0.607760 1.448219 1.89 1.03 -0.75 -0.417
C -0.158347 -1.376600 0.243788 0.37 -0.86 -0.77 -0.514
C 0.169581 -0.719679 -1.069795 -0.54 0.67 -2.09 -0.856
N -0.896696 -0.526084 -2.104565 -0.67 2.53 1.06 -0.447
C -1.652176 0.763407 -1.726863 -0.78 -0.88 -2.14 -0.999
H 0.400520 -1.132712 2.268404 -1.71 0.11 -0.46 0.334
H -1.359829 0.918271 1.118719 -2.99 -0.82 2.03 0.137
H 0.523492 -2.219651 0.189921 0.34 -0.38 0.83 0.355
H -1.110036 -1.838009 0.082022 -1.18 -0.22 0.65 0.380
H 0.675254 0.209951 -0.872876 0.30 1.10 0.14 0.617
H 0.919249 -1.277506 -1.604044 0.48 -0.35 0.25 0.445
H -0.489893 -0.315221 -3.047958 -0.10 -0.54 1.45 0.314
H -0.957423 1.612545 -1.632213 0.25 -0.12 0.48 0.406
H -2.346457 1.129784 -2.573316 0.87 -0.90 1.17 0.317
H -2.282425 0.619498 -0.845629 0.26 -0.08 -0.23 0.328
H -0.694210 1.250776 0.454950 1.25 -0.41 -0.14 0.296
H -2.430527 1.710307 2.056920 -0.01 0.11 0.05 0.321
O -2.430205 0.970238 1.434646 2.04 0.24 -0.85 -0.586
H 3.676986 -0.705281 -0.223875 -1.71 0.60 0.24 0.246
H 2.448835 0.240239 0.451793 0.87 -0.86 -0.94 0.419
O 2.696834 -0.521618 -0.235300 1.48 0.34 0.87 -0.676
H 2.129162 1.436040 2.226684 -0.18 0.06 -0.47 0.216
H 0.871915 0.262248 1.473958 -0.18 0.22 -0.83 0.286
O 1.731940 1.305488 1.349177 -0.37 -0.59 0.44 -0.920
```
Positions in Å, forces in eV/Å.

Summary:
E_HOMO   -9.0696 eV
ΔE to the lowest compared entry with this formula, charge and spin   8.872 eV

=====

Record 2
This record from OMol25 describes 2 unconnected molecules or ions with the total composition C10H16 at a distorted geometry. The level of theory is ωB97M-V with the def2-TZVPD basis set.

```
26
Properties=species:S:1:pos:R:3:forces:R:3:mulliken_charge:R:1
C -1.202873 0.375924 -0.132510 0.38 2.58 0.04 0.223
C -2.521854 -0.322230 -0.169247 -3.35 1.34 -4.75 -1.236
C -0.270022 -0.566996 0.487866 0.66 1.50 2.13 0.320
C -0.013095 -0.462612 1.863437 2.74 -3.22 -1.02 -0.487
C 0.336850 -1.511164 -0.276189 2.85 -2.06 2.21 -0.364
C 0.997683 -1.316229 2.401784 -1.45 0.18 2.68 -0.389
C 1.249357 -2.462430 0.272056 -0.27 1.35 1.68 -0.592
C 1.590704 -2.311542 1.658010 -1.46 -0.09 -2.97 -0.373
H -0.913072 0.680525 -1.145238 0.26 -0.87 -0.07 -0.263
H -1.159424 1.473157 0.287405 -0.56 -2.25 0.19 0.287
H -3.403062 0.074309 0.283538 -0.08 0.02 2.02 0.431
H -0.509878 0.124670 2.547365 -1.16 1.64 0.94 0.497
H 0.457676 -1.321795 -1.264672 -0.68 0.02 -3.26 0.404
H 1.132240 -1.351423 3.579233 -0.03 0.39 -2.63 0.192
H 1.757418 -3.258425 -0.292913 -0.43 0.64 0.01 0.360
H 2.209419 -3.069829 2.023782 1.05 -0.66 1.05 0.418
H -2.615112 -1.423967 -0.325481 0.66 0.98 0.49 0.287
H -2.979047 0.138337 -1.190303 0.89 -1.51 1.27 0.264
C -0.151771 2.913720 -2.802230 -0.38 2.60 2.00 -1.053
C 0.727290 3.694474 -1.787717 -1.30 -0.87 1.94 -0.739
H -1.100023 2.705420 -2.376610 -1.15 0.08 0.28 0.244
H -0.284374 3.329549 -3.750561 -0.31 1.45 -1.34 0.430
H 0.204323 2.012164 -3.050130 1.88 -3.59 -0.41 0.374
H 1.688306 3.162000 -1.675328 -0.43 0.48 0.36 0.221
H 0.156430 3.815352 -0.743026 1.41 -0.81 -2.06 0.187
H 0.904566 4.724465 -1.998626 0.27 0.65 -0.78 0.357
```
Positions in Å, forces in eV/Å.

Summary:
E_HOMO   -8.9064 eV
ΔE to the lowest compared entry with this formula, charge and spin   2.959 eV
SMILES   CCc1ccccc1.CC

=====

Number 1: calculated total energy -12484.8555 eV. Number 2: calculated total energy -10626.7847 eV.